Formula: C2H5N5
Source: the OMol25 dataset
Level of theory: ωB97M-V with the def2-TZVPD basis set

```
12
Properties=species:S:1:pos:R:3:forces:R:3
N -0.285936 1.873076 -0.168240 -1.518 3.720 0.940
N -1.485139 -1.218097 -0.105402 -2.834 -7.237 1.275
N -1.682293 0.000735 -0.145092 0.772 4.749 -0.136
N 1.847967 -0.548981 -0.159052 2.029 3.748 0.749
N -0.257773 -1.644180 -0.045277 1.705 -1.216 0.008
C -0.430921 0.510053 -0.197505 -0.809 -0.223 0.898
C 0.511143 -0.557719 -0.131390 -3.873 1.264 0.224
H 2.410718 0.189598 0.378385 -1.519 -1.850 -1.159
H 2.221182 -1.427173 -0.194345 1.480 -2.422 0.103
H -2.279742 -1.937616 0.199004 2.416 2.330 -1.260
H 0.513113 2.298788 0.270507 0.673 -0.680 -0.192
H -1.082317 2.461513 0.298412 1.476 -2.182 -1.449
```
Positions in Å, forces in eV/Å.

For the frontier orbital gap, the calculation gives 8.542 eV. The energy comes out at -9603.87332 eV. The SMILES is Nc1n[nH]nc1N. The value obtained for the largest force on an atom is 0.153 Eh/bohr. The net charge is 0.

---

Formula: C6H11N
Source: the OMol25 dataset
Level of theory: ωB97M-V with the def2-TZVPD basis set

```
18
Properties=species:S:1:pos:R:3:forces:R:3
N 0.932173 -1.287660 1.139733 1.045 -0.985 -1.034
C -1.035619 -0.536873 2.222767 -0.180 -0.979 -0.054
C -0.457902 -1.424482 1.374732 -0.036 3.437 1.167
C 0.092936 0.959969 -0.701212 0.183 -0.628 -2.872
C 0.392402 -0.295814 -1.093619 -0.123 0.927 0.787
C -0.687164 1.849104 -1.675889 -0.873 1.992 2.174
C 1.376548 -1.091620 -0.289376 0.548 -0.964 0.198
H 1.629079 -2.098446 -0.676540 -0.362 0.624 -0.281
H -0.072117 -0.750858 -1.962671 -0.176 0.105 0.095
H -2.059824 -0.202739 2.070901 -0.159 -0.860 0.652
H 1.353952 -0.470598 1.559534 -0.876 -0.182 0.896
H -0.494069 -0.170864 3.084250 0.302 0.857 -0.383
H 0.025773 2.385558 -2.314427 -0.491 -0.390 -0.332
H -1.614773 1.505516 -2.108014 0.512 -1.349 -1.040
H 2.341561 -0.503669 -0.324618 -0.863 -0.779 0.588
H 0.741887 1.465144 0.011285 -0.453 -0.135 0.365
H -1.192800 -2.003075 0.848015 0.742 -0.437 -1.224
H -1.272043 2.671404 -1.164847 1.259 -0.255 0.298
```
Positions in Å, forces in eV/Å.

For the frontier orbital gap, the calculation gives 8.980 eV. The energy comes out at -7887.23094 eV. The SMILES is C=CNC/C=C/C. The value obtained for the largest force on an atom is 0.071 Eh/bohr. The net charge is 0.

---

Sequential LUMO level output: 0.0352 0.0429 hartree